Density functional theory data (ωB97M-V/def2-TZVPD) for a molecular structure, C3FGdO3 at a distorted geometry.

Each line ends with the Mulliken spin population.
Cartesian coordinates (Å):
C  -2.38  0.75  0.04  0.27
C  -1.20  0.86  -0.20  0.15
O  0.05  0.92  -0.45  0.30
F  -3.64  0.61  0.32  0.06
O  1.00  -2.53  0.19  0.00
C  1.60  -1.59  -0.10  -0.07
O  2.48  -0.81  -0.22  -0.04
Gd  2.10  1.79  0.43  7.33

The energy above the lowest of the compared OMol25 structures with the same formula, charge and spin comes out at 397.8 kJ/mol. The value obtained for the HOMO energy (alpha / beta) is -9.49 / -13.09 eV. The value obtained for the lowest unoccupied orbital energy (alpha / beta) is -3.1981 / -7.5149 eV. The net charge is +1. As for the spin multiplicity: 9. The calculated total energy is -1205.0334 hartree. The frontier orbital gap (alpha / beta) is 0.231 / 0.205 hartree. Its largest force on an atom is 5.91 eV/A.



Density functional theory data (ωB97M-V/def2-TZVPD) for 2 unconnected molecules or ions with the total composition C3H2O3 at a distorted geometry.

Each line ends with the Löwdin charge.
Cartesian coordinates (Å):
C  1.89  0.49  -0.06  -0.52
C  -1.26  -0.12  0.26  -0.13
C  -0.08  -0.78  -0.22  0.01
O  2.57  -0.17  0.61  0.20
O  1.22  1.13  -0.70  0.20
O  -1.15  -0.82  -1.03  0.01
H  -2.00  -0.67  0.98  0.15
H  -1.20  0.93  0.18  0.08

The energy above the lowest of the compared OMol25 structures with the same formula, charge and spin comes out at 311.2 kJ/mol. The value obtained for the HOMO energy is -10.14 eV. The value obtained for the lowest unoccupied orbital energy is 0.4542 eV. The net charge is 0. The calculated total energy is -341.1183 hartree. The frontier orbital gap is 0.389 hartree. Its largest force on an atom is 5.06 eV/A.



Density functional theory data (ωB97M-V/def2-TZVPD) for a molecular structure, C33H42GeN7O2RhS2Se at a distorted geometry.

Each line ends with the Löwdin charge.
Cartesian coordinates (Å):
Rh  -0.56  -0.09  -0.19  1.01
C  1.51  -0.01  2.06  -0.12
C  2.17  -1.18  1.34  -0.08
C  2.43  -0.83  -0.10  -0.23
C  3.71  -0.95  -0.61  0.02
C  3.99  -0.55  -1.90  0.00
C  2.96  -0.01  -2.66  -0.01
C  1.71  0.08  -2.09  -0.13
N  1.42  -0.34  -0.84  0.00
N  0.06  0.16  1.78  -0.23
C  -0.29  1.57  2.12  -0.09
C  0.13  2.46  0.98  -0.26
C  0.55  3.76  1.18  0.01
C  0.74  4.58  0.08  -0.01
C  0.51  4.07  -1.19  0.00
C  0.13  2.75  -1.31  -0.10
N  -0.03  1.95  -0.26  -0.01
C  -0.75  -0.84  2.52  -0.08
C  -0.82  -2.14  1.75  -0.26
C  -0.99  -3.36  2.37  0.02
C  -1.04  -4.51  1.60  0.00
C  -0.89  -4.41  0.23  -0.01
C  -0.71  -3.16  -0.33  -0.10
N  -0.70  -2.04  0.41  -0.06
H  2.00  0.91  1.76  0.14
H  1.62  -0.10  3.14  0.14
H  1.58  -2.09  1.43  0.11
H  3.12  -1.38  1.83  0.13
H  4.49  -1.35  0.03  0.13
H  4.99  -0.63  -2.31  0.13
H  3.11  0.34  -3.67  0.13
H  0.89  0.50  -2.64  0.06
H  0.15  1.86  3.07  0.15
H  -1.38  1.65  2.17  0.12
H  0.67  4.14  2.19  0.14
H  1.04  5.61  0.21  0.13
H  0.60  4.69  -2.07  0.13
H  -0.07  2.33  -2.28  0.09
H  -1.77  -0.45  2.60  0.13
H  -0.36  -1.00  3.53  0.15
H  -1.07  -3.40  3.45  0.14
H  -1.18  -5.48  2.07  0.13
H  -0.90  -5.28  -0.41  0.13
H  -0.59  -3.04  -1.40  0.10
N  -8.34  4.05  3.17  0.13
C  -7.19  3.99  2.45  -0.30
C  -5.94  3.89  3.09  -0.02
C  -4.78  3.84  2.35  -0.07
C  -4.84  3.88  0.95  -0.38
C  -6.07  4.00  0.31  -0.10
C  -7.23  4.04  1.04  -0.02
S  -3.36  3.81  0.04  0.58
O  -3.67  3.97  -1.36  -0.31
O  -2.39  4.69  0.63  -0.29
N  -2.72  2.33  0.23  -0.12
C  -3.35  1.19  0.26  -0.69
S  -5.08  0.94  0.32  1.11
C  -4.85  -0.77  0.40  -0.37
C  -3.55  -1.08  0.39  -0.29
N  -2.67  0.00  0.32  -0.15
H  -8.31  4.04  4.18  0.11
H  -9.23  4.15  2.73  0.11
H  -5.90  3.86  4.17  0.12
H  -3.83  3.79  2.85  0.12
H  -6.10  4.06  -0.77  0.11
H  -8.18  4.15  0.54  0.12
H  -5.69  -1.45  0.48  0.08
H  -3.18  -2.09  0.45  0.10
C  -3.12  1.38  -6.20  -0.21
Ge  -3.84  0.86  -4.46  0.78
C  -5.26  2.05  -3.89  -0.20
C  -4.44  -1.01  -4.47  -0.22
C  -2.31  1.06  -3.17  -0.50
Se  -1.75  -0.60  -2.34  1.00
C  -0.72  -1.23  -3.87  -0.31
H  -3.89  1.28  -6.96  0.03
H  -2.28  0.75  -6.48  0.02
H  -2.79  2.42  -6.18  0.03
H  -5.78  1.65  -3.01  0.02
H  -4.85  3.02  -3.64  0.02
H  -5.98  2.17  -4.69  0.03
H  -5.44  -1.04  -4.89  0.03
H  -4.48  -1.42  -3.47  0.01
H  -3.80  -1.64  -5.09  0.02
H  -2.56  1.76  -2.37  0.00
H  -1.44  1.45  -3.70  0.02
H  -1.46  -1.42  -4.64  0.03
H  -0.22  -2.16  -3.62  0.03
H  -0.01  -0.50  -4.24  0.03

The energy above the lowest of the compared OMol25 structures with the same formula, charge and spin comes out at 11.2 kJ/mol. The value obtained for the HOMO energy is -11.77 eV. The value obtained for the lowest unoccupied orbital energy is -5.5600 eV. The net charge is +2. The calculated total energy is -7201.3335 hartree. The frontier orbital gap is 0.228 hartree. Its largest force on an atom is 1.09 eV/A.